(1)
The following is a quantum chemistry calculation of the ion C4H8NO with charge +1 in a non-equilibrium geometry, from the OMol25 dataset.

Computed properties:
E_HOMO ... -14.631 eV
Energy relative to the best compared isomer or geometry (same formula, charge and spin) ... 100.6 kcal per mole
F_max ... 3.81 eV/Å
Gap between HOMO and LUMO ... 0.3718 Eh
Net charge ... +1

Geometry (Å):
C (1.0777, -0.5408, -0.7507)
C (-0.8799, 0.3934, -0.4934)
C (1.2073, 0.8355, -0.1431)
C (-2.0399, -0.2896, 0.2359)
N (1.5933, -0.4255, 0.6307)
O (-0.0004, 1.3078, 0.2086)
H (1.6237, -1.1813, -1.4322)
H (-1.2064, 0.7872, -1.4272)
H (1.9190, 1.6238, -0.2777)
H (-2.1973, -1.3042, -0.0361)
H (-2.9059, 0.2348, 0.0641)
H (-1.9391, -0.1145, 1.3129)
H (1.1266, -0.8831, 1.4524)
H (2.6212, -0.4435, 0.6559)

Forces on atoms 1 to 3 (eV/Å):
C -3.008 2.209 0.756
C 1.515 -1.873 1.254
C -0.286 -0.847 -0.538



(2)
The following is a quantum chemistry calculation of a cluster of 16 separate species, C87H170F21N13O16 in total in a non-equilibrium geometry, from the OMol25 dataset.

Computed properties:
E_HOMO ... -8.305 eV
F_max ... 3.74 eV/Å
Gap between HOMO and LUMO ... 0.1646 Eh
Net charge ... +2

Geometry (Å):
C (0.0547, 1.5422, -2.1970)
C (0.0227, 0.2966, -1.4338)
C (0.7476, 0.3668, -0.0836)
O (0.7530, -0.8810, 0.5422)
C (1.1801, -0.8552, 1.9506)
N (-1.3949, -0.0112, -1.3665)
H (-2.0678, 0.6283, -0.7765)
H (-1.6768, -0.0834, -2.3781)
H (-1.5623, -0.9033, -0.9232)
H (1.0311, 1.6494, -2.6529)
H (-0.1536, 2.4328, -1.5962)
H (-0.7104, 1.4517, -2.9639)
H (0.4681, -0.5390, -1.9921)
H (0.2750, 1.1806, 0.4910)
H (1.7915, 0.7165, -0.2714)
H (2.1639, -0.4154, 2.1432)
H (1.0912, -1.8330, 2.4160)
H (0.4859, -0.2112, 2.4976)
C (4.8778, 1.4139, 1.3975)
C (5.7452, 0.2711, 0.8940)
C (4.9671, -1.0457, 1.0776)
O (5.0296, -1.2223, 2.4455)
C (4.4329, -2.3893, 2.9843)
N (5.9550, 0.4525, -0.5746)
H (4.5493, 0.2932, -1.0979)
H (6.4213, 1.3387, -0.8646)
H (6.3970, -0.3423, -1.0817)
H (5.4053, 2.3750, 1.3116)
H (4.7350, 1.2054, 2.4631)
H (3.8272, 1.4346, 1.0653)
H (6.6878, 0.2209, 1.4436)
H (5.4877, -1.8485, 0.5363)
H (3.9588, -0.8678, 0.6721)
H (4.8966, -3.2990, 2.5711)
H (3.3199, -2.3729, 2.9157)
H (4.6564, -2.3548, 4.0505)
C (-2.0209, 5.3377, -0.9147)
C (-2.8720, 5.3711, -2.1825)
N (-3.5360, 4.0731, -2.3370)
C (-3.3286, 3.2230, -3.4234)
C (-3.9910, 2.0869, -3.1859)
N (-4.8250, 2.3244, -2.0664)
C (-4.4568, 3.5095, -1.5814)
C (-5.6745, 1.3521, -1.4380)
H (-1.2117, 4.6100, -1.1172)
H (-2.5064, 5.0195, 0.0065)
H (-1.6342, 6.2722, -0.5157)
H (-2.2267, 5.5568, -3.0360)
H (-3.6189, 6.1592, -2.1811)
H (-2.6206, 3.5082, -4.2236)
H (-3.9201, 1.1460, -3.7324)
H (-4.9880, 3.9581, -0.7278)
H (-5.9147, 0.5734, -2.1711)
H (-6.5923, 1.8898, -1.1978)
H (-5.1200, 0.9641, -0.5760)
C (-7.0648, -0.8744, 2.2605)
C (-7.6722, -1.7675, 1.1388)
N (-6.7748, -1.9988, -0.0216)
C (-5.3607, -1.8491, -0.0871)
C (-5.0732, -1.9910, -1.4059)
N (-6.2541, -2.2817, -2.1169)
C (-7.2148, -2.2492, -1.2431)
C (-6.2512, -2.4220, -3.5822)
H (-7.7876, -0.7114, 3.0534)
H (-6.7388, 0.0751, 1.8376)
H (-6.1487, -1.2684, 2.7110)
H (-8.4672, -1.1964, 0.7070)
H (-7.9411, -2.7899, 1.4313)
H (-4.8232, -1.5650, 0.8142)
H (-4.1125, -1.8056, -1.9019)
H (-8.2351, -2.4073, -1.4941)
H (-6.9106, -1.6567, -3.9968)
H (-6.6234, -3.4149, -3.7672)
H (-5.2475, -2.2765, -3.9511)
C (-1.5846, 0.0163, 5.9132)
C (-0.6513, -0.2254, 7.0981)
N (0.0722, 0.9622, 7.5478)
C (0.0247, 2.2632, 7.0406)
C (0.8530, 2.9887, 7.7354)
N (1.3963, 2.1814, 8.7410)
C (0.9092, 0.9560, 8.5654)
C (2.4412, 2.6627, 9.6710)
H (-1.0537, 0.2932, 4.9985)
H (-2.2821, 0.8463, 6.1547)
H (-2.0545, -0.9233, 5.6614)
H (0.1438, -0.8583, 6.7630)
H (-1.2030, -0.5813, 7.9563)
H (-0.6221, 2.5100, 6.2399)
H (1.1620, 4.0511, 7.6311)
H (1.2181, 0.1353, 9.2231)
H (2.0730, 3.6047, 10.0470)
H (3.3730, 2.8735, 9.1251)
H (2.5421, 1.9137, 10.4451)
C (3.8622, 4.4671, -0.8201)
C (4.4195, 4.2779, -2.2121)
N (5.0777, 5.4655, -2.7986)
C (4.4765, 6.5768, -3.3444)
C (5.4116, 7.4843, -3.6421)
N (6.6408, 6.9973, -3.2559)
C (6.3685, 5.7749, -2.7313)
C (7.9054, 7.6472, -3.5431)
H (3.6383, 3.4344, -0.4791)
H (2.9845, 5.1057, -0.8133)
H (4.6041, 4.9165, -0.1466)
H (3.6143, 3.9932, -2.8990)
H (5.2197, 3.5161, -2.2498)
H (3.4169, 6.5531, -3.5783)
H (5.3398, 8.4122, -4.2057)
H (7.1490, 5.1688, -2.2961)
H (8.6853, 7.1071, -3.0309)
H (7.8552, 8.6074, -3.0429)
H (8.1730, 7.6839, -4.5905)
C (-3.0994, 4.3744, -9.4182)
C (-2.9876, 2.9148, -8.9837)
C (-1.8702, 2.7762, -8.0329)
N (-1.6460, 1.4000, -7.4279)
C (-0.6360, 1.6355, -6.2723)
C (0.6855, 2.0370, -6.8180)
C (1.2708, 1.0004, -7.8180)
C (0.2106, 0.7453, -8.9208)
C (-1.0969, 0.3400, -8.3436)
C (-2.9086, 0.7590, -6.8545)
H (-3.1377, 5.0800, -8.5690)
H (-3.9413, 4.5581, -10.0850)
H (-2.2074, 4.6282, -10.0073)
H (-2.8624, 2.2483, -9.8592)
H (-3.9661, 2.7059, -8.5814)
H (-2.0334, 3.5276, -7.2620)
H (-0.9086, 2.9600, -8.4965)
H (-1.1382, 2.3919, -5.6654)
H (-0.5141, 0.7323, -5.6500)
H (0.6831, 3.0301, -7.1990)
H (1.3196, 2.1801, -5.9437)
H (2.1559, 1.4190, -8.2495)
H (1.4104, 0.0827, -7.2573)
H (0.0887, 1.6459, -9.5256)
H (0.6116, -0.0235, -9.5857)
H (-1.7996, 0.2218, -9.1527)
H (-1.0778, -0.5454, -7.6948)
H (-3.5532, 0.3774, -7.6341)
H (-3.3944, 1.5710, -6.2986)
H (-2.6395, -0.0528, -6.1794)
C (-1.3321, -4.1271, 0.2585)
C (-0.2153, -4.7566, -0.5294)
C (1.1312, -4.1390, -0.3352)
N (2.3929, -4.9396, -0.7577)
C (2.2921, -5.1899, -2.2189)
C (3.6079, -5.7277, -2.8000)
C (4.7847, -4.7346, -2.6340)
C (4.8993, -4.3514, -1.1263)
C (3.5993, -3.9923, -0.4449)
C (2.5080, -6.1833, 0.0946)
H (-1.0120, -4.0124, 1.2778)
H (-2.2245, -4.7772, 0.2465)
H (-1.5261, -3.1086, -0.0227)
H (-0.3668, -4.7728, -1.6024)
H (-0.0997, -5.7514, -0.0894)
H (1.2664, -3.9029, 0.7276)
H (1.2315, -3.1990, -0.8324)
H (1.9465, -4.3609, -2.8226)
H (1.4482, -5.8695, -2.2601)
H (3.4312, -5.8989, -3.8588)
H (3.8699, -6.6593, -2.2835)
H (4.5229, -3.8484, -3.2394)
H (5.7635, -5.0820, -2.9441)
H (5.5564, -3.4957, -1.0546)
H (5.2870, -5.2030, -0.5566)
H (3.2586, -3.0261, -0.8015)
H (3.6811, -3.9164, 0.6298)
H (1.8038, -6.9544, -0.1916)
H (2.3532, -5.9240, 1.1505)
H (3.5337, -6.4876, -0.0466)
C (-2.6981, -2.3783, 2.7666)
C (-2.9635, -3.8171, 3.2464)
C (-3.8038, -3.7538, 4.5272)
N (-4.0225, -5.0365, 5.2973)
C (-5.0756, -4.7158, 6.3885)
C (-5.6971, -5.9221, 7.0889)
C (-6.3001, -7.0048, 6.0621)
C (-5.1079, -7.3564, 5.0989)
C (-4.5139, -6.1570, 4.3587)
C (-2.7912, -5.5123, 6.0258)
H (-3.5511, -1.6654, 2.8320)
H (-2.2915, -2.4269, 1.7637)
H (-1.9853, -1.8800, 3.4299)
H (-1.9554, -4.2317, 3.3626)
H (-3.5380, -4.4938, 2.5923)
H (-4.8009, -3.3365, 4.2993)
H (-3.3827, -3.0212, 5.2253)
H (-5.8882, -4.2206, 5.8275)
H (-4.5570, -4.0170, 7.0442)
H (-6.5210, -5.5631, 7.7332)
H (-4.9096, -6.3819, 7.7039)
H (-7.1879, -6.5540, 5.5906)
H (-6.6753, -7.8773, 6.6156)
H (-5.4584, -7.9726, 4.2892)
H (-4.3844, -7.8752, 5.7137)
H (-5.3551, -5.7214, 3.8236)
H (-3.6696, -6.3867, 3.7223)
H (-3.0795, -6.3855, 6.5652)
H (-2.6082, -4.7725, 6.7895)
H (-2.0451, -5.6423, 5.2679)
C (1.2973, -4.5019, 3.5593)
O (2.5483, -5.0828, 3.0952)
O (0.2495, -5.1747, 3.1419)
C (1.2925, -4.3655, 5.2078)
F (2.3702, -3.7165, 5.7848)
F (0.1820, -3.6702, 5.6301)
F (1.2204, -5.5389, 5.8407)
C (3.0541, -6.3090, 3.5082)
C (4.5623, -6.3190, 3.3705)
H (5.0764, -5.5659, 3.9587)
H (4.9282, -7.2982, 3.6506)
H (4.7941, -6.1971, 2.3230)
H (2.6983, -7.2217, 3.0023)
H (2.8151, -6.4146, 4.5690)
H (1.4610, -3.5103, 3.1112)
C (2.0642, 6.2249, 6.3221)
O (2.4040, 4.9889, 5.3789)
O (2.2902, 5.9019, 7.5317)
C (3.1861, 7.3181, 5.6932)
F (4.4655, 6.8898, 5.7434)
F (2.8410, 7.5891, 4.4323)
F (3.1813, 8.5238, 6.2633)
C (1.5032, 4.8335, 4.3427)
C (1.9285, 3.6221, 3.5103)
H (2.9117, 3.8130, 3.1032)
H (2.0258, 2.7345, 4.1411)
H (1.1784, 3.3818, 2.7624)
H (1.3793, 5.7263, 3.7206)
H (0.5802, 4.5623, 4.8954)
H (1.0980, 6.6655, 5.8637)
C (4.2023, 0.0864, -3.1510)
O (4.1924, 1.3943, -3.8019)
O (3.7612, 0.2375, -1.9267)
C (3.2311, -0.9779, -3.9379)
F (2.7759, -1.9624, -3.1362)
F (2.1726, -0.3637, -4.5763)
F (3.9298, -1.6210, -4.9427)
C (4.6156, 1.4452, -5.1767)
C (4.3090, 2.7955, -5.7169)
H (4.8963, 3.0092, -6.6047)
H (3.2689, 2.9045, -6.0091)
H (4.5600, 3.5860, -4.9992)
H (4.0607, 0.6652, -5.6887)
H (5.6923, 1.2602, -5.3058)
H (5.2151, -0.3963, -3.1853)
C (-0.6487, 5.3732, -5.5999)
O (-0.3109, 5.0298, -6.9646)
O (-1.5385, 4.5284, -5.1596)
C (0.8200, 5.1573, -4.6712)
F (1.9241, 5.7020, -5.3064)
F (0.7743, 5.9470, -3.5418)
F (1.1028, 3.8781, -4.2822)
C (0.3116, 6.0956, -7.7076)
C (0.6872, 5.5509, -9.0726)
H (-0.1275, 5.1164, -9.6456)
H (1.0942, 6.3267, -9.7259)
H (1.4518, 4.7699, -9.0046)
H (1.2197, 6.5368, -7.3036)
H (-0.4322, 6.9006, -7.7001)
H (-0.7801, 6.5149, -5.4972)
C (-3.4857, 1.4970, 1.5855)
O (-4.6052, 2.3280, 1.2426)
O (-3.0672, 0.9694, 0.4491)
C (-2.3441, 2.3603, 2.4211)
F (-1.1515, 1.7524, 2.4762)
F (-2.1631, 3.5786, 1.8407)
F (-2.7836, 2.5610, 3.7508)
C (-5.3302, 2.7672, 2.4319)
C (-6.3836, 3.7645, 2.0101)
H (-7.1525, 3.3002, 1.3912)
H (-6.9019, 4.0435, 2.9223)
H (-6.0517, 4.6727, 1.5071)
H (-4.6314, 3.1256, 3.1478)
H (-5.7652, 1.9549, 3.0369)
H (-3.7529, 0.7382, 2.3033)
C (-2.4353, -2.2357, -4.1671)
O (-3.0821, -3.3454, -3.4669)
O (-2.7141, -1.1252, -3.4674)
C (-0.8743, -2.5636, -4.2687)
F (-0.6415, -3.8302, -4.8097)
F (-0.2572, -1.6532, -5.1419)
F (-0.2186, -2.4880, -3.0820)
C (-3.0878, -4.6240, -4.0947)
C (-4.2816, -5.4527, -3.6744)
H (-4.1957, -6.4477, -4.0907)
H (-4.2544, -5.5815, -2.5834)
H (-5.2385, -5.0374, -3.9568)
H (-2.1220, -5.0934, -3.8730)
H (-3.0676, -4.6061, -5.2023)
H (-2.7967, -2.1169, -5.1783)
C (3.8189, -0.1673, 9.2028)
O (3.7031, 0.1520, 7.7573)
O (2.7158, -0.7367, 9.5912)
C (5.0914, -1.2064, 9.3013)
F (5.6194, -1.1300, 10.5521)
F (4.8207, -2.5072, 9.0358)
F (6.1860, -0.8231, 8.5070)
C (3.0182, -0.8241, 6.9674)
C (2.6911, -0.2897, 5.5513)
H (2.1426, 0.6677, 5.5383)
H (3.6310, -0.0421, 5.0316)
H (2.0861, -1.0210, 4.9983)
H (2.1157, -1.1955, 7.4471)
H (3.6796, -1.6775, 6.7990)
H (4.2184, 0.8213, 9.6696)

Forces on atoms 1 to 3 (eV/Å):
C 0.894 1.298 -0.800
C 1.059 -1.171 1.264
C 0.342 1.224 -0.426